(1)
ORCA calculation (ωB97M-V with the def2-TZVPD basis set) on a 3-piece molecular cluster, CH9N2O2 overall.

XYZ file:
```
14
Properties=species:S:1:pos:R:3:forces:R:3:mulliken_charge:R:1
N -0.011 0.269 -1.852 1.9 1.9 5.2 -0.21
C 0.061 1.155 -0.727 -4.3 -1.8 -5.4 0.11
N 0.469 1.078 0.511 -5.0 -1.3 1.1 -0.29
H 0.377 -0.685 -1.795 0.3 0.7 0.1 0.27
H -0.466 0.518 -2.707 -0.3 0.6 -0.2 0.26
H -0.663 1.979 -0.771 0.0 -0.3 -1.2 0.33
H 1.358 1.025 0.726 5.3 -1.2 1.7 0.25
H -0.346 0.773 1.181 1.9 1.2 -1.2 0.32
H -2.169 -0.375 2.449 -0.2 0.0 -0.9 0.33
H -3.159 -0.737 1.266 2.8 1.2 0.5 0.33
O -2.225 -0.328 1.468 -2.3 -1.0 0.4 -0.67
H 2.565 -2.245 0.140 1.2 -1.9 0.7 0.31
H 2.131 -0.855 0.380 0.0 -0.4 -0.3 0.25
O 2.078 -1.572 -0.268 -1.2 2.2 -0.5 -0.58
```
Forces are in eV/Å.

## Properties
energy relative to the best compared isomer or geometry (same formula, charge and spin) = 323.89 kJ/mol
frontier orbital gap = 10.032 eV
net charge = +1
LUMO = -5.41 eV
calculated total energy = -8249.7089 eV

=====

(2)
ORCA calculation (ωB97M-V with the def2-TZVPD basis set) on C13H20BrNO2 in the gas phase.

XYZ file:
```
37
Properties=species:S:1:pos:R:3:forces:R:3:mulliken_charge:R:1
C 3.697 -2.440 -1.050 0.0 0.0 0.0 -0.66
O 4.050 -1.278 -0.343 0.1 0.1 0.2 -0.36
C 3.659 -0.071 -0.964 -0.3 0.2 0.0 -0.63
C 2.153 0.218 -0.820 0.4 -0.3 0.0 -1.05
N 1.676 0.209 0.546 0.1 -0.2 0.1 0.23
C 2.082 1.338 1.362 0.1 -0.1 0.3 -0.81
C 1.229 1.387 2.633 -0.2 0.1 -0.4 -0.59
C -0.149 2.013 2.380 0.3 0.0 0.5 -0.75
O -0.763 1.585 1.188 -0.2 -0.1 -0.2 -0.49
C -1.146 0.296 1.043 -0.2 -0.1 -0.1 1.22
C -1.300 -0.642 2.056 0.1 0.4 0.0 -0.57
C -1.737 -1.925 1.767 0.0 -0.1 -0.2 -0.92
C -2.038 -2.316 0.472 0.1 0.0 0.1 0.69
C -2.521 -3.700 0.158 -0.1 0.0 0.0 -1.45
C -1.899 -1.378 -0.547 0.1 0.1 0.2 -0.53
C -1.463 -0.106 -0.256 0.0 0.3 -0.1 -0.11
Br -1.271 1.175 -1.639 -0.1 -0.1 -0.1 -0.14
H 4.078 -2.406 -2.078 0.0 0.0 0.0 0.31
H 2.612 -2.593 -1.081 0.0 0.0 0.0 0.26
H 4.159 -3.271 -0.521 -0.1 -0.1 -0.1 0.24
H 4.237 0.707 -0.458 0.0 0.0 -0.1 0.33
H 3.934 -0.078 -2.028 0.0 0.0 0.0 0.41
H 1.583 -0.538 -1.368 0.0 0.1 -0.1 0.35
H 1.934 1.192 -1.264 0.0 -0.1 -0.1 0.46
H 1.974 -0.656 0.991 -0.1 0.1 0.0 0.24
H 3.146 1.302 1.647 -0.1 0.1 -0.1 0.36
H 1.917 2.248 0.778 0.1 0.0 0.0 0.39
H 1.121 0.370 3.013 0.1 0.0 0.1 0.25
H 1.729 1.984 3.397 0.0 0.0 0.1 0.42
H -0.809 1.846 3.243 0.0 0.1 -0.1 0.34
H -0.038 3.092 2.238 0.0 -0.1 0.1 0.43
H -1.088 -0.379 3.080 0.1 0.1 0.1 0.36
H -1.844 -2.634 2.575 0.0 -0.1 0.1 0.33
H -2.383 -4.361 1.010 0.0 -0.1 0.0 0.35
H -1.985 -4.110 -0.696 0.0 -0.1 0.0 0.35
H -3.581 -3.680 -0.093 -0.1 -0.1 0.0 0.31
H -2.129 -1.645 -1.567 0.0 0.0 -0.1 0.42
```
Forces are in eV/Å.

## Properties
energy relative to the best compared isomer or geometry (same formula, charge and spin) = 16.76 kJ/mol
frontier orbital gap = 8.852 eV
net charge = 0
LUMO = 0.80 eV
calculated total energy = -89432.1835 eV

=====

(3)
ORCA calculation (ωB97M-V with the def2-TZVPD basis set) on an isolated ion of composition C4H7N and charge +1.

XYZ file:
```
12
Properties=species:S:1:pos:R:3:forces:R:3:lowdin_spin:R:1
N -0.900 0.349 -1.416 -1.4 -0.2 1.3 0.10
C -0.321 0.274 -0.189 1.6 1.1 -0.4 0.11
C -0.558 1.206 0.809 -0.3 0.1 -0.2 0.48
C 1.179 -1.267 1.024 -0.1 0.6 0.9 0.21
C 0.823 -0.578 -0.089 0.5 -1.9 0.1 0.03
H -1.691 0.988 -1.350 0.0 0.1 -0.6 0.00
H -1.283 -0.566 -1.652 0.5 0.0 -0.8 0.00
H -0.229 0.997 1.802 0.3 0.2 0.5 0.02
H -1.035 2.148 0.567 -0.2 -0.1 0.2 0.02
H 1.615 -2.258 1.061 0.7 0.3 -0.7 0.01
H 1.071 -0.865 2.024 -0.9 -0.1 0.1 0.01
H 1.364 -0.847 -0.992 -0.7 -0.2 -0.4 0.00
```
Forces are in eV/Å.

## Properties
energy relative to the best compared isomer or geometry (same formula, charge and spin) = 146.50 kJ/mol
⟨S²⟩ = 0.78
frontier orbital gap (alpha / beta) = 9.356 / 7.571 eV
net charge = +1
2S+1 = 2
LUMO (alpha / beta) = -5.30 / -7.50 eV
calculated total energy = -5741.5951 eV

=====

(4)
ORCA calculation (ωB97M-V with the def2-TZVPD basis set) on C46H48CuN3O3Si2 as an isolated structure.

XYZ file:
```
103
Properties=species:S:1:pos:R:3:forces:R:3:lowdin_spin:R:1
Cu 0.306 -0.185 0.373 0.5 -0.2 0.1 0.00
C 2.449 -2.812 3.462 0.4 0.0 0.2 0.00
Si 0.860 -2.614 2.499 -0.1 0.0 0.0 0.00
C -0.417 -3.720 3.332 -0.3 -0.3 0.1 0.00
C 1.159 -3.357 0.813 0.1 -0.2 -0.5 0.00
N 0.293 -1.032 2.284 -0.6 0.7 0.6 0.00
C -0.191 -0.220 3.269 0.3 -0.3 0.0 0.00
C -0.070 -0.462 4.672 -0.1 0.0 -0.1 0.00
C -0.649 0.353 5.637 0.1 -0.1 -0.2 0.00
C -1.385 1.477 5.273 0.1 0.0 -0.1 0.00
C -1.492 1.780 3.917 0.0 -0.1 0.0 0.00
C -0.881 0.987 2.964 0.0 0.0 -0.2 0.00
O -1.010 1.277 1.591 -0.2 0.4 0.1 0.00
C -0.859 2.564 1.111 0.1 -0.4 0.2 0.00
C -0.172 3.556 1.790 0.2 0.3 0.0 0.00
C -0.006 4.804 1.191 0.0 -0.1 0.1 0.00
C -0.512 5.067 -0.075 0.0 -0.1 0.0 0.00
C -1.184 4.052 -0.753 0.0 -0.1 0.0 0.00
C -1.357 2.807 -0.163 -0.1 0.0 -0.2 0.00
H 2.889 -3.798 3.237 -0.1 0.2 0.1 0.00
H 2.294 -2.751 4.548 0.1 0.0 -0.2 0.00
H 3.177 -2.037 3.180 -0.1 -0.2 0.1 0.00
H 0.010 -4.707 3.579 -0.1 0.3 -0.1 0.00
H -1.275 -3.883 2.658 0.2 0.0 0.2 0.00
H -0.801 -3.273 4.260 0.1 -0.1 -0.2 0.00
H 1.527 -4.394 0.914 -0.1 0.3 -0.1 0.00
H 1.910 -2.775 0.245 -0.3 -0.2 0.2 0.00
H 0.223 -3.382 0.225 0.3 0.0 0.2 0.00
H 0.510 -1.329 4.982 -0.1 0.2 0.0 0.00
H -0.521 0.108 6.689 0.0 0.0 -0.1 0.00
H -1.855 2.112 6.018 0.0 -0.1 -0.1 0.00
H -2.055 2.650 3.598 0.0 0.0 0.0 0.00
H 0.256 3.352 2.762 0.0 0.0 0.0 0.00
H 0.542 5.574 1.725 0.0 -0.1 0.0 0.00
H -0.374 6.041 -0.534 0.0 -0.1 0.0 0.00
H -1.568 4.223 -1.755 0.1 0.0 0.1 0.00
H -1.855 1.998 -0.690 0.1 0.1 0.0 0.00
O -2.471 2.430 -6.011 0.2 0.1 0.2 0.02
C -1.497 2.881 -5.041 -0.2 -0.2 -0.2 0.03
C -0.948 1.708 -4.309 0.1 0.1 -0.1 0.18
C 0.412 1.301 -4.456 -0.1 0.0 -0.1 0.06
C 0.868 0.250 -3.746 0.0 -0.2 0.0 0.09
N 0.073 -0.472 -2.883 0.2 -0.4 0.4 0.21
C -1.250 -0.060 -2.656 -0.2 0.0 -0.3 0.18
C -1.724 1.013 -3.408 -0.2 -0.2 0.4 0.00
C -2.100 -0.660 -1.624 0.1 0.4 -0.6 0.03
C -3.474 -0.830 -1.849 -0.1 0.0 -0.2 0.04
C -4.293 -1.306 -0.841 0.0 0.1 -0.3 0.01
C -5.775 -1.455 -1.054 0.0 0.4 0.0 0.00
O -6.457 -0.191 -1.013 0.1 -0.4 -0.1 0.00
C -3.713 -1.627 0.376 0.1 -0.1 0.3 0.05
C -2.347 -1.458 0.518 0.1 -0.1 0.2 0.00
N -1.556 -0.983 -0.448 0.1 -0.1 0.8 0.05
H -2.866 3.204 -6.421 0.0 0.1 0.0 0.00
H -1.969 3.573 -4.339 -0.2 0.1 0.0 0.01
H -0.683 3.411 -5.535 0.1 0.1 -0.1 0.00
H 1.091 1.836 -5.113 -0.1 -0.1 0.1 0.00
H 1.893 -0.093 -3.817 -0.2 0.0 0.0 0.00
H -2.735 1.362 -3.203 0.1 -0.1 -0.1 0.00
H -3.885 -0.614 -2.830 0.0 0.0 0.1 0.00
H -6.181 -2.141 -0.312 -0.1 0.0 0.1 0.00
H -5.977 -1.866 -2.042 0.0 0.0 -0.1 0.00
H -6.199 0.261 -0.203 0.1 0.0 0.0 0.00
H -4.305 -2.007 1.205 0.1 0.0 -0.1 0.00
H -1.838 -1.688 1.453 0.0 0.1 -0.1 0.00
C 3.636 3.960 -3.122 0.0 -0.2 0.1 0.00
C 3.066 4.203 -1.874 0.0 -0.2 0.0 0.00
C 2.715 3.139 -1.044 0.0 -0.1 -0.1 0.00
C 2.936 1.798 -1.414 0.1 0.3 -0.1 0.00
C 3.500 1.586 -2.684 0.2 0.3 0.1 0.00
C 3.845 2.645 -3.529 -0.1 -0.1 0.2 0.00
Si 2.445 0.340 -0.250 0.1 0.3 -0.2 0.00
C 3.662 0.534 1.223 0.1 0.0 0.3 0.00
C 4.763 -0.321 1.392 0.0 0.2 0.1 0.00
C 5.607 -0.221 2.502 -0.2 0.1 -0.1 0.00
C 5.368 0.741 3.479 -0.1 -0.1 -0.2 0.00
C 4.281 1.598 3.340 0.0 -0.1 -0.2 0.00
C 3.442 1.488 2.234 0.0 -0.2 -0.1 0.00
H 3.917 4.786 -3.768 0.0 -0.1 0.0 0.00
H 2.886 5.225 -1.551 0.0 -0.1 0.0 0.00
H 2.240 3.358 -0.085 0.1 0.0 -0.2 0.00
H 3.687 0.562 -3.014 0.1 0.3 0.1 0.00
H 4.285 2.443 -4.502 0.0 0.0 0.1 0.00
H 3.202 -0.750 -0.998 0.0 0.0 0.0 0.00
H 4.963 -1.081 0.637 0.0 0.1 0.1 0.00
H 6.448 -0.898 2.605 0.0 0.0 0.0 0.00
H 6.017 0.815 4.345 0.0 0.0 0.0 0.00
H 4.079 2.342 4.102 0.0 0.0 0.0 0.00
H 2.579 2.150 2.165 0.1 -0.1 0.0 0.00
C 0.645 -1.742 -2.367 -0.2 0.1 -0.9 0.01
C 0.877 -2.739 -3.492 -0.1 0.0 0.1 0.01
C -0.201 -3.284 -4.192 0.0 0.0 -0.1 0.00
C 0.006 -4.214 -5.205 0.0 0.1 0.1 0.00
C 1.300 -4.614 -5.530 0.0 0.0 0.1 0.00
C 2.380 -4.074 -4.843 -0.1 0.1 0.1 0.00
C 2.167 -3.138 -3.829 0.0 -0.1 0.0 0.00
H -0.030 -2.159 -1.640 -0.2 -0.1 0.2 0.00
H 1.573 -1.537 -1.840 0.0 0.1 -0.1 0.00
H -1.214 -2.972 -3.940 0.2 0.0 0.0 0.00
H -0.843 -4.634 -5.736 0.1 0.1 0.1 0.00
H 1.463 -5.352 -6.310 0.0 0.1 0.1 0.00
H 3.391 -4.381 -5.089 -0.1 0.0 0.0 0.00
H 3.011 -2.719 -3.281 -0.1 -0.1 -0.1 0.00
```
Forces are in eV/Å.

## Properties
⟨S²⟩ = 0.77
frontier orbital gap (alpha / beta) = 5.420 / 5.949 eV
net charge = -1
2S+1 = 2
LUMO (alpha / beta) = 2.27 / 2.27 eV
calculated total energy = -119491.3781 eV